#i
{"formula": "C5H11NO2", "method": "wB97M-V/def2-TZVPD", "orbital_gap_ev": 9.842, "e_lumo_ev": 0.275, "charge": 0, "symbols": ["C", "C", "C", "H", "H", "C", "H", "H", "O", "H", "N", "H", "H", "H", "O", "C", "H", "H", "H"], "positions_angstrom": [[-1.154, -3.104, 0.729], [-1.006, -1.475, -1.020], [-0.119, 1.672, -1.027], [2.726, 1.690, 0.085], [-2.135, -3.509, 0.478], [0.197, 0.661, 0.064], [-0.689, 0.389, 0.634], [0.746, 1.860, -1.657], [-2.046, -0.852, -1.101], [0.995, -0.043, -0.205], [-0.579, -2.223, 0.056], [-0.445, 2.616, -0.593], [-0.928, 1.301, -1.653], [-0.351, -1.671, -1.895], [2.152, 2.209, 0.665], [1.173, 1.368, 1.195], [-0.663, -3.474, 1.623], [1.604, 0.586, 1.827], [0.524, 2.000, 1.797]], "nbo_charge": [0.030, 0.529, -0.625, 0.458, 0.159, -0.449, 0.225, 0.203, -0.556, 0.204, -0.472, 0.209, 0.223, 0.131, -0.712, -0.045, 0.176, 0.149, 0.164]}


#ii
{"formula": "C5H11NO2", "method": "wB97M-V/def2-TZVPD", "orbital_gap_ev": 9.863, "e_lumo_ev": 0.764, "charge": 0, "symbols": ["C", "C", "C", "O", "C", "H", "H", "N", "H", "H", "H", "H", "C", "H", "O", "H", "H", "H", "H"], "positions_angstrom": [[-1.984, -0.508, 0.486], [0.788, 0.976, 0.998], [-0.661, -1.388, 0.454], [0.828, -1.740, -1.333], [1.767, 0.923, -1.261], [1.391, 1.938, -1.232], [1.186, 0.680, 1.968], [1.135, 0.181, -0.164], [-2.107, -0.019, 1.465], [1.827, 0.351, -2.182], [-0.357, -1.544, 1.494], [-2.192, 0.183, -1.307], [0.454, -0.977, -0.461], [-1.094, -2.348, 0.165], [-2.058, 0.550, -0.428], [2.855, 0.917, -1.047], [-2.846, -1.202, 0.420], [1.367, 1.897, 0.846], [-0.301, 1.128, 1.120]], "nbo_charge": [-0.055, -0.421, -0.551, -0.611, -0.425, 0.201, 0.199, -0.441, 0.172, 0.244, 0.234, 0.471, 0.679, 0.237, -0.715, 0.194, 0.167, 0.209, 0.211]}


#iii
{"formula": "C5H11NO2", "method": "wB97M-V/def2-TZVPD", "orbital_gap_ev": 10.254, "e_lumo_ev": 0.747, "charge": 0, "symbols": ["H", "O", "H", "C", "H", "C", "H", "H", "C", "H", "H", "C", "H", "H", "N", "O", "H", "H", "C"], "positions_angstrom": [[-2.467, 1.224, -2.217], [3.199, -0.969, 0.073], [0.041, -1.285, -0.232], [1.971, -1.141, 0.770], [0.330, 1.567, 0.526], [0.040, 0.548, 0.828], [-1.808, 0.025, 1.649], [3.379, -1.740, -0.479], [-2.196, 0.433, -0.272], [0.388, 0.568, 1.849], [1.755, -2.201, 0.869], [0.782, -0.510, -0.002], [2.078, -0.648, 1.731], [-0.831, 0.616, -1.986], [-1.407, 0.465, 0.835], [-3.303, -0.074, -0.240], [1.085, -0.131, -0.977], [-1.375, 2.135, -1.225], [-1.660, 1.119, -1.499]], "nbo_charge": [0.244, -0.723, 0.208, -0.056, 0.199, -0.226, 0.398, 0.470, 0.676, 0.207, 0.170, -0.457, 0.172, 0.230, -0.623, -0.612, 0.223, 0.227, -0.726]}


#iv
{"formula": "C5H11NO2", "method": "wB97M-V/def2-TZVPD", "orbital_gap_ev": 9.544, "e_lumo_ev": 0.671, "charge": 0, "symbols": ["H", "O", "C", "C", "H", "H", "C", "H", "O", "H", "H", "H", "H", "H", "N", "H", "H", "C", "C"], "positions_angstrom": [[0.586, 2.889, -0.881], [0.883, -2.782, -1.696], [-0.341, 0.510, -0.128], [-0.546, -2.091, 0.055], [0.522, 0.457, -0.863], [-1.108, 1.834, 1.666], [0.838, -2.373, -0.404], [-1.110, -2.232, -0.800], [1.866, -2.263, 0.208], [0.045, -0.818, 1.377], [1.135, -3.638, -2.004], [0.573, 1.596, 1.515], [-1.184, 0.697, -0.787], [-0.965, 3.444, -0.085], [-0.600, -0.742, 0.588], [-1.047, -2.783, 0.801], [0.713, 3.607, 0.509], [-0.041, 2.943, -0.008], [-0.218, 1.746, 0.937]], "nbo_charge": [0.222, -0.763, -0.207, -0.338, 0.164, 0.210, 0.782, 0.213, -0.549, 0.356, 0.515, 0.187, 0.184, 0.214, -0.625, 0.237, 0.206, -0.635, -0.375]}


Winner for stability: #iii


#i
{"formula": "C5H11NO2", "method": "wB97M-V/def2-TZVPD", "orbital_gap_ev": 9.736, "e_lumo_ev": 0.937, "charge": 0, "symbols": ["C", "C", "H", "H", "C", "H", "H", "H", "H", "H", "H", "C", "H", "H", "O", "H", "N", "C", "O"], "positions_angstrom": [[-0.725, 0.143, -0.109], [1.690, -0.343, 0.454], [0.378, 0.969, 1.646], [1.338, -1.217, 0.857], [0.589, 0.730, 0.572], [-1.766, 2.053, -0.092], [-0.500, -1.514, 1.382], [2.524, 0.007, 1.215], [-2.198, -1.294, 0.805], [0.311, -1.572, -1.015], [2.570, 0.423, -0.987], [-1.140, -1.136, 0.541], [0.379, 1.827, -0.988], [-2.652, 0.906, -0.320], [0.871, 1.798, -0.150], [-1.459, -1.295, -1.633], [-1.732, 1.159, -0.485], [-0.687, -1.192, -0.831], [2.210, -0.453, -0.863]], "nbo_charge": [0.080, -0.093, 0.166, 0.182, 0.102, 0.374, 0.202, 0.155, 0.213, 0.242, 0.477, -0.445, 0.498, 0.363, -0.730, 0.229, -0.867, -0.436, -0.711]}


#ii
{"formula": "C5H11NO2", "method": "wB97M-V/def2-TZVPD", "orbital_gap_ev": 9.987, "e_lumo_ev": 0.328, "charge": 0, "symbols": ["O", "H", "H", "N", "H", "C", "H", "H", "O", "H", "C", "C", "H", "H", "C", "H", "H", "H", "C"], "positions_angstrom": [[2.349, -0.060, 1.072], [1.373, 0.731, -1.913], [-1.622, 1.372, 0.106], [-0.726, 1.210, -0.357], [-1.011, 1.111, -1.343], [2.290, 0.592, 0.059], [-3.090, -0.410, 0.343], [0.046, -1.239, -1.699], [-2.988, 0.325, 0.939], [-0.237, 0.000, 1.109], [-0.548, -0.255, 0.095], [-1.914, -0.978, 0.334], [0.863, -1.836, -0.291], [-2.221, -1.613, -0.502], [0.496, -0.916, -0.747], [2.783, 1.579, 0.082], [2.561, -0.530, -1.544], [-1.893, -1.467, 1.297], [1.656, -0.025, -1.186]], "nbo_charge": [-0.549, 0.225, 0.395, -0.817, 0.322, 0.446, 0.410, 0.201, -0.713, 0.218, -0.093, -0.182, 0.234, 0.217, -0.418, 0.128, 0.239, 0.233, -0.495]}


Winner for stability: #i


#i
{"formula": "C5H11NO2", "method": "wB97M-V/def2-TZVPD", "orbital_gap_ev": [8.484, 6.629], "e_lumo_ev": [-0.068, -0.797], "charge": 0, "symbols": ["O", "H", "H", "H", "C", "O", "H", "H", "H", "C", "H", "H", "H", "N", "H", "H", "C", "C", "C"], "positions_angstrom": [[1.234, 0.903, 0.384], [0.663, -1.256, 2.221], [0.919, 1.030, -1.661], [-0.490, -2.508, 1.716], [1.716, 1.147, -0.906], [-1.578, 2.417, -0.398], [-0.711, -2.523, -0.676], [-2.202, 2.584, -1.114], [2.076, 2.181, -0.999], [-0.454, 0.678, 0.440], [2.546, 0.470, -1.149], [-0.679, -0.991, -1.621], [-1.048, -0.992, 2.484], [-1.205, 1.072, -0.616], [-0.620, 1.190, 1.387], [0.809, -1.684, -0.979], [-0.386, -0.751, 0.474], [-0.329, -1.433, 1.788], [-0.260, -1.534, -0.775]], "nbo_charge": [-0.636, 0.262, 0.168, 0.221, -0.265, -0.548, 0.222, 0.476, 0.172, 0.036, 0.163, 0.258, 0.237, -0.156, 0.206, 0.251, 0.331, -0.695, -0.704]}


#ii
{"formula": "C5H11NO2", "method": "wB97M-V/def2-TZVPD", "orbital_gap_ev": 10.643, "e_lumo_ev": 0.727, "charge": 0, "symbols": ["H", "C", "N", "H", "H", "O", "H", "H", "H", "O", "C", "C", "H", "H", "H", "C", "H", "C", "H"], "positions_angstrom": [[-0.004, -1.838, 0.978], [0.836, -1.154, 0.868], [0.039, -0.281, -1.814], [-0.071, 0.747, 1.442], [-0.662, -0.298, -2.546], [-2.515, 0.713, 0.636], [-0.613, 1.429, -0.866], [1.575, -1.505, 0.148], [2.479, 0.981, 0.972], [-2.414, -1.137, -0.623], [-0.523, 0.380, -0.653], [-1.906, -0.110, -0.256], [-3.228, 0.173, 1.029], [0.108, -1.276, -1.586], [1.418, 2.206, 0.273], [0.403, 0.267, 0.584], [2.039, 0.820, -0.680], [1.640, 1.134, 0.294], [1.399, -1.252, 1.797]], "nbo_charge": [0.215, -0.633, -0.810, 0.219, 0.366, -0.691, 0.216, 0.213, 0.209, -0.600, -0.160, 0.777, 0.495, 0.361, 0.207, -0.215, 0.222, -0.612, 0.221]}


Winner for stability: #ii


#i
{"formula": "C5H11NO2", "method": "wB97M-V/def2-TZVPD", "orbital_gap_ev": 10.245, "e_lumo_ev": 0.773, "charge": 0, "symbols": ["C", "O", "H", "H", "H", "C", "H", "H", "H", "H", "C", "N", "O", "H", "C", "H", "H", "H", "C"], "positions_angstrom": [[0.618, 1.609, 1.171], [-1.695, -1.452, -2.401], [1.579, 2.218, 1.491], [-0.144, 2.092, 1.932], [-0.728, 0.114, -3.221], [-0.256, -0.465, 0.099], [0.368, 2.263, 0.279], [-1.741, -2.079, -1.634], [0.217, -1.001, 2.629], [1.948, -0.251, 2.710], [-0.675, 0.391, -1.086], [0.679, 0.187, 0.964], [-0.397, -1.670, 0.186], [-0.205, 1.358, -1.161], [-0.620, -0.526, -2.299], [0.226, -1.213, -2.294], [1.493, -1.514, 1.485], [-1.799, 0.624, -0.952], [1.132, -0.685, 2.102]], "nbo_charge": [-0.442, -0.744, 0.214, 0.186, 0.186, 0.700, 0.212, 0.490, 0.206, 0.213, -0.546, -0.459, -0.627, 0.233, -0.057, 0.185, 0.230, 0.243, -0.423]}


#ii
{"formula": "C5H11NO2", "method": "wB97M-V/def2-TZVPD", "orbital_gap_ev": 3.720, "e_lumo_ev": -4.418, "charge": 0, "symbols": ["H", "H", "H", "H", "H", "O", "O", "N", "C", "H", "C", "H", "H", "C", "C", "H", "C", "H", "H"], "positions_angstrom": [[-1.083, -1.778, 0.524], [-3.244, 0.971, 0.423], [1.232, -1.537, -0.859], [1.437, 1.709, 0.003], [-2.954, -0.700, 1.185], [-1.464, 0.805, -1.476], [3.038, 0.056, -0.478], [0.980, -0.180, 0.764], [-1.819, -0.061, -0.513], [-0.320, 1.529, 0.368], [0.735, 1.347, 0.768], [1.079, 1.761, 1.697], [4.000, 0.053, -0.123], [0.530, -0.733, -0.453], [-0.854, -1.255, -0.443], [-1.042, -1.906, -1.337], [-2.822, 0.008, 0.501], [0.509, 0.061, -1.154], [2.062, -0.150, 0.605]], "nbo_charge": [0.207, 0.212, 0.242, 0.271, 0.197, -0.574, -0.938, -0.319, 0.361, 0.242, -0.483, 0.218, 0.450, -0.262, -0.482, 0.258, -0.288, 0.263, 0.426]}


#iii
{"formula": "C5H11NO2", "method": "wB97M-V/def2-TZVPD", "orbital_gap_ev": 5.689, "e_lumo_ev": -2.896, "charge": 0, "symbols": ["H", "H", "H", "O", "H", "H", "H", "C", "N", "C", "H", "C", "C", "C", "H", "H", "O", "H", "H"], "positions_angstrom": [[1.188, -1.511, 0.730], [1.778, 0.317, -1.661], [-2.477, 0.762, -1.263], [1.967, 0.918, 0.357], [-0.390, 0.031, 1.879], [2.952, -0.513, -0.637], [-2.436, 2.041, -0.032], [-0.219, 0.873, 1.197], [-0.753, 0.634, -0.102], [-0.531, -0.823, -0.434], [-0.633, -0.825, -1.544], [-2.208, 0.998, -0.236], [1.968, 0.001, -0.616], [0.996, -1.148, -0.286], [-2.727, 0.316, 0.430], [-0.401, 1.820, 1.693], [-1.408, -1.579, 0.104], [1.168, -2.000, -0.952], [0.905, 0.794, 0.934]], "nbo_charge": [0.213, 0.160, 0.211, -0.518, 0.250, 0.225, 0.209, -0.297, -0.271, 0.258, 0.154, -0.426, -0.089, -0.443, 0.230, 0.221, -0.639, 0.232, 0.319]}


Winner for stability: #i


#i
{"formula": "C5H11NO2", "method": "wB97M-V/def2-TZVPD", "orbital_gap_ev": 9.998, "e_lumo_ev": 0.872, "charge": 0, "symbols": ["C", "H", "C", "H", "O", "H", "H", "H", "H", "H", "C", "H", "C", "C", "H", "O", "N", "H", "H"], "positions_angstrom": [[1.249, -1.270, -1.083], [-0.846, -1.081, 2.889], [-0.717, 1.031, 0.099], [1.708, -1.870, -1.877], [-1.884, -1.004, 0.552], [-1.028, 0.692, 2.933], [-1.246, 1.932, 0.449], [1.924, -1.199, -0.236], [1.803, 0.725, -1.799], [-1.754, -0.065, -1.204], [-0.599, -0.148, 2.382], [0.894, 2.110, -0.273], [-1.139, -0.150, 0.987], [0.944, 0.091, -1.628], [0.479, 0.002, 2.348], [-1.212, 0.749, -1.264], [0.678, 1.165, 0.032], [0.397, 0.067, -2.568], [0.350, -1.777, -0.739]], "nbo_charge": [-0.669, 0.235, 0.104, 0.222, -0.563, 0.239, 0.190, 0.222, 0.181, 0.491, -0.733, 0.349, 0.591, -0.109, 0.258, -0.739, -0.695, 0.206, 0.219]}


#ii
{"formula": "C5H11NO2", "method": "wB97M-V/def2-TZVPD", "orbital_gap_ev": 9.620, "e_lumo_ev": -0.271, "charge": 0, "symbols": ["O", "C", "H", "C", "H", "H", "C", "H", "C", "H", "H", "O", "H", "C", "H", "H", "N", "H", "H"], "positions_angstrom": [[-0.778, 2.442, 0.399], [0.018, -1.425, 0.842], [2.479, -0.125, 0.485], [1.596, 0.567, 0.674], [1.372, -1.243, -1.525], [-2.772, 1.313, -0.418], [0.573, -0.498, -1.459], [1.005, 0.366, -1.950], [-2.084, 0.372, -0.399], [-0.305, -1.133, 1.819], [-0.862, -2.073, 0.414], [-2.231, -0.799, -0.786], [-0.299, -0.934, -1.937], [0.324, -0.204, 0.020], [0.970, -1.993, 0.707], [1.503, 0.712, 1.710], [-0.891, 0.703, 0.104], [-1.414, 2.477, 1.074], [1.796, 1.477, 0.226]], "nbo_charge": [-0.574, -0.631, 0.206, -0.586, 0.210, 0.143, -0.637, 0.217, 0.485, 0.220, 0.254, -0.623, 0.249, 0.132, 0.217, 0.213, -0.171, 0.455, 0.220]}


#iii
{"formula": "C5H11NO2", "method": "wB97M-V/def2-TZVPD", "orbital_gap_ev": 10.067, "e_lumo_ev": 0.857, "charge": 0, "symbols": ["H", "H", "N", "H", "C", "H", "O", "H", "C", "H", "C", "H", "H", "H", "O", "H", "C", "H", "C"], "positions_angstrom": [[-0.885, -1.391, 1.756], [0.197, 1.119, 1.664], [0.257, 0.679, 0.434], [-2.080, -0.117, 1.644], [1.467, 0.080, 1.299], [0.037, -0.642, -3.210], [1.074, 0.619, 2.461], [2.889, 1.337, 1.314], [-0.229, 0.149, -2.504], [-0.846, 0.866, -3.053], [-1.543, -0.868, 1.058], [0.701, 0.646, -2.222], [-2.261, -1.578, 0.652], [1.462, -1.012, 1.198], [2.672, 0.558, 0.782], [-1.798, -1.089, -1.594], [-0.760, -0.212, -0.042], [0.623, 1.284, -0.295], [-0.977, -0.428, -1.341]], "nbo_charge": [0.229, 0.492, -0.704, 0.223, 0.537, 0.227, -0.813, 0.486, -0.647, 0.222, -0.647, 0.205, 0.222, 0.133, -0.727, 0.204, 0.160, 0.404, -0.206]}


Winner for stability: #iii


#i
{"formula": "C5H11NO2", "method": "wB97M-V/def2-TZVPD", "orbital_gap_ev": 4.674, "e_lumo_ev": -3.675, "charge": 0, "symbols": ["H", "H", "H", "H", "C", "H", "H", "H", "O", "C", "H", "H", "C", "N", "O", "H", "C", "C", "H"], "positions_angstrom": [[0.005, -2.860, -1.787], [-0.106, 2.858, 0.859], [0.165, 3.031, -0.956], [-1.179, -2.504, -0.461], [0.235, 2.395, -0.070], [1.000, -0.652, -1.379], [1.506, 0.336, 1.526], [-0.062, 0.860, 2.261], [0.310, -1.131, 2.335], [0.499, -1.178, -0.568], [-1.228, -0.382, 0.443], [1.222, 2.016, 0.169], [-0.188, -0.088, 0.270], [-0.454, 1.113, -0.407], [-1.380, -1.327, -2.078], [1.217, -1.734, 0.046], [0.464, 0.007, 1.758], [-0.608, -2.022, -1.293], [-1.419, 1.261, -0.668]], "nbo_charge": [0.209, 0.207, 0.227, 0.136, -0.427, 0.221, 0.134, 0.167, -0.515, -0.365, 0.216, 0.207, -0.009, -0.448, -0.547, 0.246, -0.012, -0.044, 0.395]}


#ii
{"formula": "C5H11NO2", "method": "wB97M-V/def2-TZVPD", "orbital_gap_ev": 9.045, "e_lumo_ev": 0.723, "charge": 0, "symbols": ["H", "H", "C", "H", "H", "H", "C", "H", "H", "H", "H", "C", "C", "O", "N", "H", "O", "H", "C"], "positions_angstrom": [[0.155, -0.422, 1.694], [-1.864, 0.813, 2.159], [-0.830, -0.248, -1.016], [-2.038, -0.726, 1.473], [1.331, -0.651, -1.821], [3.450, 1.249, -0.328], [1.334, -0.947, 0.259], [-1.075, -0.028, -2.166], [-2.125, 1.859, -0.315], [-1.232, -1.353, -0.744], [1.025, 1.050, 0.617], [0.594, -0.339, -0.942], [1.591, 0.506, -0.141], [2.727, 1.073, -0.802], [-1.566, 0.249, 1.325], [-2.860, -0.127, -0.609], [0.804, -1.214, 1.467], [2.366, -1.307, 0.075], [-1.785, 0.564, -0.187]], "nbo_charge": [0.498, 0.399, -0.461, 0.378, 0.251, 0.472, 0.078, 0.245, 0.229, 0.211, 0.156, -0.299, 0.046, -0.713, -0.931, 0.184, -0.732, 0.189, -0.199]}


Winner for stability: #ii